Entry from OMol25: C45H46Br2DyN8O2Si2 as an isolated structure (ωB97M-V/def2-TZVPD).

total charge	+1
molar mass	1109.40	g/mol
Kohn-Sham gap (alpha / beta)	5.67 / 5.69	eV
spin multiplicity	6

Each line ends with the Mulliken spin population.
Positions of all 106 atoms, in Å:
1 Dy -0.57 0.05 0.25  4.95
2 N -5.11 -0.27 -1.74  0.00
3 C -4.13 -0.09 -0.83  0.00
4 N -2.90 0.23 -1.06  0.00
5 C -2.62 0.52 -2.43  0.01
6 N -1.44 1.00 -2.75  0.00
7 N -0.55 1.11 -1.72  -0.01
8 C 0.36 2.11 -1.76  0.00
9 C 1.43 2.26 -0.90  0.01
10 C 2.03 3.58 -0.79  0.00
11 C 2.45 4.00 0.40  0.00
12 C 2.29 3.06 1.55  0.00
13 C 1.98 1.80 1.37  0.01
14 N 1.78 1.19 0.05  0.00
15 C -3.63 0.37 -3.47  0.00
16 C -3.50 0.79 -4.76  0.00
17 C -4.51 0.57 -5.73  0.00
18 C -5.72 0.01 -5.34  0.00
19 C -5.92 -0.31 -4.02  0.00
20 C -4.91 -0.12 -3.12  0.00
21 H -6.06 -0.39 -1.43  0.00
22 H -4.47 -0.24 0.20  0.00
23 H 0.23 2.86 -2.58  0.00
24 H 2.07 4.25 -1.64  0.00
25 H 2.84 4.97 0.56  0.00
26 H 2.62 3.44 2.50  0.00
27 H 2.17 1.03 2.13  0.00
28 H -2.55 1.19 -5.07  0.00
29 H -4.34 0.83 -6.79  0.00
30 H -6.56 -0.09 -6.02  0.00
31 H -6.84 -0.80 -3.72  0.00
32 Br 0.58 -2.80 7.53  0.00
33 C 0.03 -1.68 6.11  0.00
34 C 0.67 -0.47 5.92  0.00
35 C 0.33 0.30 4.82  0.00
36 C -0.61 -0.16 3.94  0.00
37 C -1.25 -1.36 4.12  0.00
38 C -0.91 -2.14 5.23  0.00
39 N -1.07 0.70 2.83  0.00
40 C -1.42 1.86 3.12  0.00
41 C -1.73 2.92 2.11  0.00
42 C -2.21 4.16 2.41  0.00
43 C -2.57 5.09 1.41  0.00
44 C -2.44 4.65 0.12  0.00
45 C -1.97 3.34 -0.13  0.00
46 N -1.63 2.49 0.81  0.01
47 H 1.49 -0.20 6.54  0.00
48 H 0.82 1.24 4.62  0.00
49 H -1.92 -1.80 3.36  0.00
50 H -1.36 -3.12 5.39  0.00
51 H -1.53 2.16 4.19  0.00
52 H -2.41 4.35 3.45  0.00
53 H -2.92 6.05 1.67  0.00
54 H -2.66 5.30 -0.73  0.00
55 H -2.05 3.00 -1.18  0.00
56 C 3.59 0.71 -3.32  0.00
57 Si 3.13 -0.53 -1.99  0.00
58 C 1.50 -1.30 -2.58  0.00
59 C 4.22 -1.97 -2.09  0.00
60 C 3.03 0.20 -0.17  0.00
61 C 2.70 -1.05 0.65  -0.02
62 C 3.72 -1.79 1.27  0.00
63 C 3.40 -2.97 1.90  0.00
64 C 2.06 -3.44 1.84  0.00
65 C 1.08 -2.62 1.26  0.01
66 N 1.38 -1.46 0.64  0.01
67 Si 4.73 0.98 0.46  0.00
68 C 4.93 1.11 2.38  0.00
69 C 6.17 0.05 -0.24  0.00
70 C 5.06 2.63 -0.25  0.00
71 H 4.55 1.12 -2.97  0.00
72 H 2.84 1.50 -3.49  0.00
73 H 3.77 0.13 -4.22  0.00
74 H 0.70 -0.68 -2.82  0.00
75 H 1.12 -2.03 -1.88  0.00
76 H 1.80 -1.84 -3.51  0.00
77 H 4.07 -2.31 -3.14  0.00
78 H 3.95 -2.79 -1.44  0.00
79 H 5.33 -1.74 -2.03  0.00
80 H 4.72 -1.48 1.23  0.00
81 H 4.17 -3.57 2.41  0.00
82 H 1.71 -4.33 2.37  0.00
83 H 0.05 -2.95 1.15  0.00
84 H 4.11 1.12 3.06  0.00
85 H 5.54 1.97 2.48  0.00
86 H 5.57 0.29 2.76  0.00
87 H 6.17 -1.05 -0.20  0.00
88 H 7.10 0.37 0.23  0.00
89 H 6.14 0.31 -1.30  0.00
90 H 4.74 3.45 0.39  0.00
91 H 4.48 2.66 -1.17  0.00
92 H 6.12 2.64 -0.52  0.00
93 Br -6.78 -6.08 -1.36  0.00
94 C -5.47 -4.84 -0.88  0.00
95 C -4.30 -4.86 -1.66  0.00
96 C -3.24 -4.01 -1.32  0.00
97 C -3.37 -3.14 -0.28  0.00
98 C -4.54 -3.16 0.51  0.00
99 C -5.58 -4.00 0.24  0.00
100 C -2.27 -2.19 0.13  0.01
101 O -1.38 -1.88 -0.67  0.02
102 O -2.31 -1.59 1.26  0.01
103 H -4.21 -5.49 -2.53  0.00
104 H -2.33 -4.15 -1.91  0.00
105 H -4.47 -2.64 1.43  0.00
106 H -6.45 -4.07 0.91  0.00


Entry from OMol25: C45H46InN6O7S2 as an isolated structure (ωB97M-V/def2-TZVPD).

total charge	+1
molar mass	961.85	g/mol
Kohn-Sham gap	6.44	eV

Each line ends with the Löwdin charge.
Positions of all 107 atoms, in Å:
1 In 0.22 0.17 0.13  1.12
2 O 0.71 -0.28 -5.55  0.09
3 C 1.99 -0.62 -5.24  -0.24
4 C 2.63 -1.37 -6.22  0.00
5 C 3.93 -1.80 -6.05  -0.05
6 C 4.65 -1.45 -4.90  -0.07
7 C 4.03 -0.67 -3.95  -0.02
8 C 2.70 -0.26 -4.08  -0.08
9 C 2.20 0.53 -2.95  -0.28
10 O 2.83 0.98 -2.06  0.17
11 N 0.67 0.67 -2.81  -0.30
12 N 0.26 1.74 -2.29  0.12
13 C -1.08 1.88 -2.24  -0.05
14 C -1.72 2.73 -1.38  -0.14
15 C -3.08 3.12 -1.63  -0.03
16 C -3.73 3.93 -0.77  -0.07
17 C -3.05 4.41 0.41  -0.07
18 C -1.79 4.04 0.71  -0.01
19 C -1.04 3.17 -0.17  -0.39
20 O 0.09 2.73 0.09  -0.09
21 H 0.22 0.02 -4.79  0.08
22 H 2.08 -1.61 -7.12  0.13
23 H 4.39 -2.42 -6.81  0.11
24 H 5.67 -1.78 -4.76  0.11
25 H 4.56 -0.36 -3.06  0.12
26 H -1.68 1.32 -2.95  0.14
27 H -3.56 2.78 -2.53  0.12
28 H -4.74 4.25 -0.97  0.11
29 H -3.58 5.09 1.08  0.11
30 H -1.27 4.41 1.60  0.12
31 O 0.09 -0.41 -2.67  -0.07
32 S -2.93 -2.04 -3.85  0.92
33 C -2.39 -3.41 -2.75  -0.46
34 C -2.73 -3.30 -1.27  -0.24
35 C -2.17 -4.51 -0.51  -0.21
36 C -0.72 -4.40 -0.10  -0.31
37 S -0.27 -3.39 1.34  0.99
38 O -0.74 -1.98 1.09  -0.63
39 C -1.40 -4.04 2.54  -0.39
40 C -1.06 -5.20 3.22  -0.08
41 C -1.97 -5.75 4.11  -0.07
42 C -3.20 -5.14 4.31  -0.07
43 C -3.51 -3.96 3.65  -0.06
44 C -2.61 -3.40 2.76  -0.06
45 C -4.43 -1.45 -3.10  -0.56
46 C -5.66 -1.89 -3.59  -0.10
47 C -6.84 -1.35 -3.11  -0.08
48 C -6.81 -0.34 -2.16  -0.08
49 C -5.59 0.10 -1.67  -0.08
50 C -4.40 -0.46 -2.13  -0.11
51 H -1.31 -3.44 -2.89  0.07
52 H -2.82 -4.33 -3.17  0.07
53 H -3.82 -3.30 -1.15  0.12
54 H -2.36 -2.36 -0.86  0.10
55 H -2.25 -5.39 -1.15  0.12
56 H -2.78 -4.71 0.37  0.11
57 H -0.08 -4.02 -0.90  0.09
58 H -0.35 -5.38 0.21  0.10
59 H -0.09 -5.67 3.06  0.11
60 H -1.72 -6.66 4.64  0.11
61 H -3.91 -5.58 5.00  0.11
62 H -4.47 -3.48 3.82  0.11
63 H -2.83 -2.47 2.23  0.08
64 H -5.68 -2.66 -4.36  0.10
65 H -7.79 -1.71 -3.49  0.11
66 H -7.73 0.10 -1.80  0.10
67 H -5.55 0.89 -0.93  0.09
68 H -3.46 -0.14 -1.71  0.09
69 N 2.84 -1.43 2.83  0.14
70 C 2.99 -2.00 1.57  -0.30
71 C 3.91 -3.05 1.44  0.00
72 C 4.06 -3.66 0.22  -0.05
73 C 3.28 -3.24 -0.85  -0.05
74 C 2.40 -2.21 -0.63  -0.16
75 N 2.25 -1.58 0.55  0.05
76 C 2.12 -0.34 3.30  -0.28
77 C 2.18 -0.10 4.68  0.00
78 C 1.53 0.99 5.19  -0.05
79 C 0.84 1.85 4.33  -0.06
80 C 0.83 1.53 2.99  -0.14
81 N 1.44 0.44 2.47  0.08
82 H 3.41 -1.87 3.53  0.13
83 H 4.50 -3.36 2.30  0.12
84 H 4.79 -4.45 0.10  0.12
85 H 3.37 -3.68 -1.83  0.11
86 H 1.76 -1.85 -1.44  0.09
87 H 2.74 -0.76 5.32  0.12
88 H 1.56 1.19 6.26  0.12
89 H 0.34 2.73 4.69  0.11
90 H 0.35 2.18 2.27  0.08
91 O -3.52 -0.64 1.50  0.11
92 C -3.14 0.35 2.07  -0.47
93 O -2.01 0.99 1.73  0.02
94 C -3.91 1.03 3.19  -0.22
95 N -3.00 1.89 3.98  -0.01
96 C -3.58 3.25 4.10  -0.18
97 C -5.02 3.12 3.63  -0.16
98 C -4.95 2.00 2.60  -0.11
99 H -4.40 0.26 3.79  0.16
100 H -1.88 1.65 2.45  0.08
101 H -2.80 1.49 4.88  0.12
102 H -3.03 3.94 3.45  0.09
103 H -3.49 3.62 5.12  0.12
104 H -5.41 4.06 3.22  0.11
105 H -5.67 2.83 4.46  0.12
106 H -4.60 2.39 1.64  0.10
107 H -5.91 1.51 2.44  0.12


Entry from OMol25: C45H47Cl3InN10OP2S2 as an isolated structure (ωB97M-V/def2-TZVPD).

total charge	+1
molar mass	1091.20	g/mol
Kohn-Sham gap	7.39	eV

Each line ends with the Löwdin charge.
Positions of all 111 atoms, in Å:
1 In 0.40 0.59 -0.08  0.52
2 C -1.36 5.69 3.75  -0.08
3 C -1.90 4.71 2.72  -0.23
4 N -1.35 3.36 2.88  -0.01
5 C -0.43 2.80 2.09  -0.77
6 S -0.05 1.10 2.37  0.63
7 N 0.14 3.55 1.18  0.01
8 N 0.92 2.86 0.32  -0.11
9 C 1.92 3.43 -0.23  -0.26
10 C 2.35 4.83 0.09  0.00
11 C 2.65 2.62 -1.22  -0.20
12 C 3.72 3.13 -1.93  0.01
13 C 4.34 2.35 -2.89  -0.02
14 C 3.86 1.08 -3.13  -0.02
15 C 2.80 0.62 -2.37  -0.12
16 N 2.22 1.37 -1.43  0.06
17 H -1.88 6.65 3.66  0.08
18 H -1.53 5.31 4.77  0.07
19 H -0.29 5.85 3.61  0.07
20 H -2.98 4.64 2.79  0.11
21 H -1.65 5.04 1.71  0.11
22 H -1.63 2.84 3.69  0.12
23 H 3.41 4.86 0.33  0.09
24 H 2.16 5.49 -0.76  0.10
25 H 1.78 5.19 0.94  0.07
26 H 4.07 4.14 -1.73  0.12
27 H 5.18 2.74 -3.45  0.12
28 H 4.30 0.44 -3.89  0.12
29 H 2.39 -0.37 -2.52  0.06
30 Cl -0.61 2.68 -7.20  0.68
31 C -0.43 1.83 -5.70  -0.67
32 C -0.87 2.42 -4.52  -0.12
33 C -0.72 1.72 -3.34  -0.53
34 Cl -1.16 2.46 -1.84  0.83
35 C -0.14 0.43 -3.25  -0.47
36 O -0.05 -0.21 -2.10  -0.31
37 C 0.31 -0.09 -4.47  -0.56
38 Cl 1.15 -1.61 -4.48  0.74
39 C 0.16 0.58 -5.68  -0.12
40 H -1.31 3.40 -4.53  0.11
41 H 0.53 0.14 -6.59  0.11
42 C -2.53 -7.36 3.01  -0.41
43 S -3.73 -7.21 1.66  0.81
44 C -4.02 -5.43 1.73  -0.50
45 C -2.83 -4.63 1.22  -0.25
46 C -2.99 -3.12 1.43  -0.22
47 N -1.75 -2.33 1.23  -0.44
48 P -0.50 -2.22 2.40  0.98
49 C -1.38 -2.63 3.95  -0.37
50 C -1.97 -1.57 4.64  -0.10
51 C -2.76 -1.80 5.76  -0.07
52 C -2.94 -3.10 6.22  -0.07
53 C -2.35 -4.16 5.55  -0.07
54 C -1.57 -3.93 4.42  -0.10
55 C 0.55 -3.72 2.19  -0.38
56 C 0.66 -4.41 0.98  -0.11
57 C 1.60 -5.42 0.82  -0.11
58 C 2.47 -5.73 1.85  -0.09
59 C 2.40 -5.03 3.05  -0.08
60 C 1.45 -4.03 3.21  -0.11
61 P -1.53 -1.42 -0.22  1.00
62 C -1.85 -2.69 -1.48  -0.33
63 C -0.76 -3.36 -2.04  -0.14
64 C -0.96 -4.41 -2.92  -0.07
65 C -2.24 -4.81 -3.25  -0.06
66 C -3.33 -4.14 -2.72  -0.06
67 C -3.14 -3.08 -1.85  -0.10
68 C -2.97 -0.30 -0.34  -0.37
69 C -3.56 0.01 -1.56  -0.12
70 C -4.54 1.00 -1.63  -0.07
71 C -4.91 1.69 -0.49  -0.07
72 C -4.31 1.40 0.73  -0.07
73 C -3.35 0.40 0.81  -0.11
74 H -2.41 -8.43 3.21  0.03
75 H -2.93 -6.88 3.91  0.03
76 H -1.56 -6.94 2.74  0.02
77 H -4.25 -5.16 2.77  0.08
78 H -4.91 -5.25 1.13  0.08
79 H -2.68 -4.85 0.16  0.10
80 H -1.93 -4.95 1.74  0.07
81 H -3.35 -2.95 2.45  0.11
82 H -3.76 -2.72 0.77  0.10
83 H -1.81 -0.56 4.29  0.07
84 H -3.22 -0.97 6.28  0.11
85 H -3.55 -3.29 7.09  0.11
86 H -2.49 -5.18 5.91  0.11
87 H -1.11 -4.77 3.91  0.09
88 H -0.01 -4.16 0.16  0.07
89 H 1.65 -5.97 -0.11  0.11
90 H 3.20 -6.52 1.73  0.11
91 H 3.09 -5.26 3.86  0.11
92 H 1.40 -3.49 4.15  0.11
93 H 0.24 -3.02 -1.79  0.06
94 H -0.11 -4.91 -3.37  0.11
95 H -2.40 -5.63 -3.94  0.11
96 H -4.34 -4.45 -2.97  0.11
97 H -4.00 -2.55 -1.46  0.10
98 H -3.25 -0.49 -2.46  0.11
99 H -5.01 1.22 -2.58  0.11
100 H -5.67 2.47 -0.55  0.11
101 H -4.59 1.95 1.62  0.11
102 H -2.89 0.15 1.76  0.08
103 N 3.63 -3.69 -0.93  0.17
104 N 3.15 -2.68 -0.14  -0.25
105 N 3.70 -2.37 1.00  0.17
106 C 2.98 -1.31 1.35  -0.16
107 N 2.05 -1.03 0.44  -0.04
108 N 2.17 -1.92 -0.54  0.11
109 H 4.16 -4.34 -0.36  0.11
110 H 2.90 -4.10 -1.49  0.10
111 H 3.12 -0.77 2.28  0.13


Look up the total charge of the first one.
+1